Molecular formula: C44H48BCoN11Sb
Method: DFT, ωB97M-V/def2-TZVPD

Properties
Largest force on an atom ... 1.540 eV/Å
<S²> ... 6.06
M ... 922.5 u
Charge ... +2
Gap between HOMO and LUMO (alpha / beta) ... 3.7 / 5.4 eV
Spin multiplicity ... 5
LUMO level (alpha / beta) ... -7.72 / -7.70 eV

Geometry as XYZ:
```
106
Properties=species:S:1:pos:R:3:forces:R:3:lowdin_charge:R:1
Co -0.3109 0.4560 0.6666 -0.5 -0.4 0.0 0.7582
C -1.6908 -1.5199 5.3983 0.1 0.1 0.1 0.0027
C -1.9437 -1.2140 3.9719 -0.2 -0.2 -0.4 -0.2347
C -2.9982 -1.6360 3.1773 0.2 0.2 -0.2 0.0650
C -2.7770 -1.0735 1.9166 0.4 0.1 0.7 -0.2213
N -1.6308 -0.3779 1.9582 -0.2 0.1 -0.8 0.0258
N -1.1336 -0.4587 3.2036 -0.3 -0.4 0.7 0.0421
B 0.1111 0.3462 3.5949 -0.4 0.2 -0.7 -0.5083
N -0.1206 1.8045 3.1374 0.4 0.0 1.0 0.0277
N -0.3686 2.1671 1.8650 -0.2 0.6 -1.1 0.0387
C -0.7525 3.4706 1.8898 0.3 -0.3 1.0 -0.2119
C -0.6862 3.9294 3.2202 0.2 -0.5 -0.3 0.0560
C -0.2892 2.8483 3.9750 -0.2 0.4 -0.4 -0.2470
C -0.0876 2.8009 5.4402 0.0 -0.2 0.1 -0.0006
C -1.2294 4.2458 0.7863 -0.5 0.3 -0.4 -0.1363
C -1.9298 5.4237 0.9934 0.3 -0.4 0.1 -0.0142
C -2.5314 6.1052 -0.0516 -0.1 0.3 0.2 -0.0361
C -2.5324 5.5651 -1.3556 0.1 -0.4 -0.3 -0.0690
C -1.8400 4.4356 -1.6246 -0.3 0.0 -0.1 -0.0495
C -0.9469 3.8123 -0.6116 0.4 0.1 0.1 -0.3208
N 1.3337 -0.2309 2.8705 0.6 -0.2 0.5 0.0416
N 1.3984 -0.3686 1.5295 0.0 0.0 -0.8 0.0323
C 2.5800 -0.9634 1.2498 0.0 0.0 1.0 -0.2645
C 3.2609 -1.2013 2.4453 -0.3 0.1 -0.2 0.0501
C 2.4467 -0.7162 3.4502 0.2 0.0 -0.4 -0.2387
C 2.7554 -0.6544 4.8980 -0.1 0.0 0.1 0.0053
C 3.1117 -1.2491 -0.0744 -0.1 0.3 -0.3 -0.2487
C 4.4915 -1.3857 -0.2546 0.1 0.2 0.1 -0.0256
C 5.0122 -1.6440 -1.5070 0.1 0.0 -0.1 -0.0503
C 4.1730 -1.7636 -2.6034 -0.1 0.0 0.0 -0.0472
C 2.8030 -1.6302 -2.4362 0.0 0.0 -0.2 -0.0591
C 2.2774 -1.3856 -1.1840 -0.1 0.0 0.1 -0.1025
C -3.6174 -1.1473 0.7280 -0.2 0.0 -0.3 -0.1851
C -3.7717 -0.0454 -0.1110 0.0 -0.1 0.2 -0.0436
C -4.5818 -0.1331 -1.2277 0.0 0.1 -0.1 -0.0738
C -5.2328 -1.3183 -1.5310 0.0 0.0 0.0 -0.0724
C -5.0792 -2.4209 -0.7051 -0.1 0.0 0.0 -0.0679
C -4.2903 -2.3302 0.4259 0.1 0.2 0.2 -0.0369
H -2.4311 -2.2314 5.7500 0.0 0.0 0.1 0.0937
H -0.6993 -1.9465 5.5308 0.1 -0.1 0.1 0.0868
H -1.7572 -0.6221 6.0097 0.0 0.0 0.1 0.0903
H -3.8274 -2.2452 3.4718 -0.2 -0.1 0.1 0.1239
H 0.2781 0.3080 4.7524 0.1 0.0 0.4 0.1148
H -0.8822 4.9159 3.5818 -0.1 0.2 0.1 0.1174
H -0.2195 3.7960 5.8531 0.0 0.0 0.0 0.0942
H -0.8101 2.1326 5.9042 0.0 0.0 0.1 0.0911
H 0.9115 2.4518 5.6897 0.1 0.0 0.1 0.0858
H -2.0638 5.7970 1.9957 0.0 0.0 0.1 0.1139
H -3.0521 7.0290 0.1437 -0.1 0.0 0.0 0.1143
H -3.1064 6.0545 -2.1264 0.0 0.0 -0.1 0.1157
H -1.8271 4.0158 -2.6168 0.0 0.0 -0.2 0.1082
H -0.9594 2.7101 -0.6607 0.0 0.1 -0.1 0.0878
H 4.2049 -1.6912 2.5696 0.2 -0.1 0.1 0.1223
H 3.7633 -1.0277 5.0586 0.0 0.0 0.1 0.0945
H 2.6994 0.3724 5.2552 0.0 0.0 0.1 0.0894
H 2.0636 -1.2577 5.4815 0.0 0.0 0.1 0.0914
H 5.1570 -1.2977 0.5896 0.1 0.0 0.1 0.1165
H 6.0790 -1.7522 -1.6299 0.1 0.0 0.0 0.1193
H 4.5859 -1.9687 -3.5772 0.0 0.0 -0.2 0.1149
H 2.1435 -1.7252 -3.2844 0.0 -0.1 -0.1 0.0866
H 1.2127 -1.3164 -1.0319 0.0 0.0 -0.1 0.0669
H -3.2846 0.8874 0.1389 0.0 0.1 0.0 0.1079
H -4.7182 0.7316 -1.8576 0.0 0.1 -0.1 0.1105
H -5.8799 -1.3727 -2.3922 -0.1 0.0 -0.1 0.1112
H -5.5902 -3.3440 -0.9315 -0.1 -0.1 0.0 0.1149
H -4.1963 -3.1703 1.0963 0.0 -0.2 0.0 0.1224
C 3.9007 3.1074 -2.0237 -0.4 -0.6 0.1 -0.3056
Sb 2.6914 1.8220 -0.7425 0.4 1.1 0.4 1.5880
C 0.4855 4.2917 -0.9665 -0.1 -0.4 -0.3 -0.0580
C 3.6490 2.5702 1.0622 -0.5 -0.3 -0.5 -0.2810
H 3.9553 4.1018 -1.5917 0.0 0.0 0.2 0.0199
H 3.4724 3.1649 -3.0177 -0.1 -0.1 -0.1 0.0069
H 4.9015 2.6952 -2.0960 0.2 -0.1 0.0 0.0173
H 0.5187 5.3786 -1.0089 0.1 0.0 0.1 0.1133
H 1.1881 3.9555 -0.2016 0.3 -0.1 0.4 0.0292
H 0.7768 3.9084 -1.9417 0.1 0.0 -0.3 0.0678
H 3.9000 3.6176 0.9246 0.0 0.1 -0.1 0.0191
H 4.5589 2.0055 1.2372 0.2 -0.1 0.0 0.0215
H 2.9854 2.4536 1.9119 -0.1 -0.1 0.1 -0.0005
C -1.0588 -2.6949 -0.5185 0.1 -0.1 0.1 0.0212
C -1.2520 -1.5512 -1.4375 0.0 -0.3 0.1 -0.3317
N -0.9287 -0.2855 -1.1912 0.3 0.0 0.3 0.0122
C -1.2246 0.4162 -2.3313 0.0 0.1 -0.5 -0.1109
C -1.7209 -0.4310 -3.2673 0.1 0.5 0.1 -0.0314
N -1.7395 -1.6708 -2.6922 0.2 0.5 0.4 0.0200
C -2.1844 -2.8751 -3.3613 -0.3 -0.5 0.0 -0.0506
N -1.1360 -3.8369 -3.4708 0.7 0.2 -0.6 -0.0601
N -1.1954 -4.9782 -2.7546 -1.2 0.0 0.6 0.0530
N -0.1759 -5.6781 -2.9540 0.5 -1.1 0.4 0.0881
C 0.6608 -5.0422 -3.8210 -0.4 1.4 -0.6 -0.2143
C 1.9012 -5.3999 -4.3416 -0.1 0.0 0.1 0.0098
C 2.5072 -4.4976 -5.1836 0.1 -0.1 0.0 -0.0709
C 1.9104 -3.2698 -5.5030 -0.1 0.1 0.0 -0.0880
C 0.6701 -2.9064 -5.0186 -0.1 0.2 -0.1 -0.0394
C 0.0445 -3.8136 -4.1726 0.4 -0.7 0.3 -0.1554
H -0.7813 -2.3287 0.4674 -0.1 0.0 0.1 0.0751
H -0.2644 -3.3546 -0.8687 0.0 0.0 -0.1 0.0893
H -1.9745 -3.2793 -0.4377 0.1 -0.1 0.0 0.0883
H -1.0622 1.4710 -2.4111 0.0 0.2 0.0 0.0895
H -2.0657 -0.2642 -4.2679 -0.1 0.1 -0.2 0.1328
H -2.5595 -2.5865 -4.3497 0.1 0.0 0.2 0.1542
H -2.9925 -3.3494 -2.7915 0.2 0.1 -0.1 0.1428
H 2.3465 -6.3459 -4.0866 0.1 -0.1 0.0 0.1223
H 3.4644 -4.7368 -5.6179 0.1 0.0 0.0 0.1108
H 2.4441 -2.5897 -6.1503 0.0 0.0 -0.1 0.1123
H 0.2071 -1.9689 -5.2905 0.0 0.1 -0.1 0.1072
```
Positions in Å, forces in eV/Å.

Molecular formula: C4H30NO13
Method: DFT, ωB97M-V/def2-TZVPD

Properties
Largest force on an atom ... 5.591 eV/Å
M ... 300.3 u
Charge ... -1
Gap between HOMO and LUMO ... 8.8 eV
Spin multiplicity ... 1
LUMO level ... 2.39 eV

Geometry as XYZ:
```
48
Properties=species:S:1:pos:R:3:forces:R:3:lowdin_charge:R:1
C -1.1788 -1.9973 -0.0212 -0.2 1.1 0.4 -0.3408
N -1.9531 -1.1606 0.5505 -0.7 -1.1 -0.8 0.0530
C -2.8051 0.8930 1.2833 -0.8 3.8 1.0 -0.0723
C -2.0071 0.2552 0.1747 1.8 -1.5 2.2 -0.3800
C -0.5683 0.7013 0.2948 1.3 1.2 -1.0 -0.1724
O -0.1744 0.3854 1.6573 0.1 0.6 -1.1 -0.1525
O -0.2980 -1.8821 -0.9688 -0.7 0.8 -2.2 -0.2290
H -1.0756 -2.9402 0.4000 -0.6 -2.1 1.2 0.1087
H 0.7289 0.0690 1.7701 0.3 -0.4 -0.5 0.0555
H -2.3570 1.0996 2.3965 -0.2 -0.2 -3.3 0.1310
H -3.5851 0.2621 1.6041 -1.4 -0.7 -0.3 0.0363
H -3.2482 1.8942 0.8523 0.6 -1.7 1.2 0.1076
H -2.3085 0.3374 -0.8552 -0.6 0.6 0.3 0.0935
H -0.4949 1.8621 0.1788 0.1 -2.2 -0.1 0.1315
H -0.0418 0.0541 -0.5374 -0.3 2.0 2.0 0.1265
H -0.1052 0.8423 4.3328 -0.4 -1.0 0.8 0.0143
H 0.2170 1.4799 3.1069 0.6 -0.9 -5.4 -0.0799
O 0.0826 1.6833 3.9563 -0.4 2.2 5.1 0.0031
H 3.6437 -0.1786 2.5087 -2.3 0.2 1.7 -0.0340
H 3.8424 -0.5398 1.0277 0.2 0.3 1.2 0.0249
O 4.2869 -0.3297 1.8735 2.3 -0.4 -2.8 -0.0365
H -1.2455 -0.5095 2.7859 0.9 0.8 -1.1 -0.0703
H -2.4450 -1.4174 2.6799 1.8 0.6 1.3 0.0628
O -1.7387 -1.0909 3.3378 -2.5 -1.9 0.3 -0.1144
H -2.7906 0.1689 -2.4759 0.1 1.1 -0.4 0.0452
H -2.3851 1.6707 -2.3234 1.3 1.3 1.4 -0.0414
O -2.8887 1.0792 -2.8256 -1.4 -2.1 -1.6 -0.0452
H 1.1155 -1.6198 3.4318 1.1 0.9 -0.9 0.0823
H 1.7958 -1.7569 2.0286 0.1 1.0 0.7 0.0441
O 1.8125 -1.1887 2.8562 -1.3 -1.7 0.4 -0.1114
H 0.2604 1.5419 -3.5841 1.9 -1.9 0.9 0.0966
H 0.5073 0.0230 -3.2041 -0.1 0.3 -0.5 -0.0493
O 0.9644 0.9036 -3.1819 -1.6 2.9 -0.6 -0.1302
H -1.0628 4.3279 -1.3924 0.2 1.3 0.0 0.0219
H -0.1681 3.1033 -1.8194 -1.6 0.8 0.8 0.0683
O -1.0624 3.3920 -1.4593 1.4 -2.1 -0.9 -0.0544
H 0.6324 -1.7946 -3.8015 -2.3 0.9 1.0 0.0850
H -0.4221 -1.2505 -2.5116 0.9 -1.3 -3.0 0.1125
O -0.2311 -1.2707 -3.6148 1.0 -0.9 2.5 -0.1725
H 2.3796 -2.1890 -2.3072 -1.0 -1.2 0.5 0.0449
H 0.9891 -2.7757 -1.5925 2.4 -0.6 -1.7 0.0610
O 1.8872 -3.0305 -2.1062 -1.3 1.4 0.5 -0.1464
H 3.1303 1.7638 -0.6892 -0.3 -0.1 0.3 -0.0079
H 2.0517 1.7934 -1.9528 3.5 0.1 1.2 0.0635
O 3.0577 2.0040 -1.6108 -3.1 -0.3 -1.6 -0.1462
H 0.9846 -1.7071 -0.3085 -1.2 -0.1 -1.3 -0.0758
H 2.5346 -1.4082 -0.1874 1.7 0.0 -1.6 0.0131
O 1.7363 -1.5528 0.2430 0.8 0.4 3.8 -0.0242
```
Positions in Å, forces in eV/Å.

Molecular formula: C4H7Cl2FO
Method: DFT, ωB97M-V/def2-TZVPD

Properties
Largest force on an atom ... 6.103 eV/Å
<S²> ... 2.01
M ... 161.0 u
Gap between HOMO and LUMO (alpha / beta) ... 7.6 / 7.6 eV
Spin multiplicity ... 3
LUMO level (alpha / beta) ... 0.72 / -2.49 eV

Geometry as XYZ:
```
15
Properties=species:S:1:pos:R:3:forces:R:3:lowdin_charge:R:1
C -0.6331 -1.0825 1.1579 -0.5 2.1 -0.6 0.0750
C 2.9730 1.4037 0.3587 2.0 5.0 -2.9 -0.2345
C -2.0008 0.6914 -0.0692 0.2 -0.4 -1.7 -1.0474
C -0.9658 -0.4283 0.0298 0.2 -0.6 1.8 -0.4452
O 2.4324 0.7143 1.1989 -2.1 -2.3 3.1 0.0618
F -0.2841 -0.6490 -1.1311 -0.8 0.6 0.8 -0.0275
Cl -1.1698 2.2559 0.1716 0.0 -0.1 -0.2 0.5742
Cl -3.3926 0.6153 1.0200 0.3 -0.4 -0.1 0.5921
H 0.1984 -2.7717 -2.5537 -0.6 0.0 0.3 0.0359
H 0.2737 -1.6121 1.2594 0.7 -1.0 -0.4 0.0566
H -1.0338 -0.7603 2.1251 -0.4 -0.2 -0.6 0.0727
H -0.4620 -2.6400 -2.2010 0.6 -0.2 -0.4 0.0266
H 3.5023 1.0336 -0.4780 0.6 -1.0 -1.0 0.0562
H 2.9491 2.5609 0.2351 -0.5 -1.7 0.8 0.1211
H -2.3869 0.6690 -1.1236 0.3 0.3 1.1 0.0823
```
Positions in Å, forces in eV/Å.

Molecular formula: C3H3NO4S
Method: DFT, ωB97M-V/def2-TZVPD

Properties
Largest force on an atom ... 5.072 eV/Å
M ... 149.1 u
SMILES string ... C#COS(=O)(=O)O.C#N
Gap between HOMO and LUMO ... 10.5 eV
Spin multiplicity ... 1
LUMO level ... 0.65 eV

Geometry as XYZ:
```
12
Properties=species:S:1:pos:R:3:forces:R:3:lowdin_charge:R:1
C -2.4560 -2.2500 -0.0441 0.5 0.7 0.5 0.1376
C -1.6251 -1.3830 -0.1394 -0.6 -1.3 -0.3 -0.2726
C 3.3366 0.2788 0.1782 1.9 -0.8 1.0 0.0221
N 2.3874 0.6509 -0.2870 -2.0 1.0 -1.3 0.1208
O -0.0231 0.9630 1.3851 -0.6 0.1 0.0 -0.2294
O -2.1364 1.2482 0.0827 -2.0 1.0 0.2 -0.1796
O -0.0079 1.6564 -0.9393 -4.9 1.2 -0.3 -0.0936
O -0.6425 -0.5704 -0.4257 0.2 -0.1 0.0 -0.1277
S -0.7916 0.9372 0.1892 3.0 -0.5 -0.1 0.5537
H -3.1482 -2.9579 0.3463 0.0 0.0 -0.3 0.0330
H 0.8880 1.5125 -0.9660 4.1 -1.0 0.5 -0.0316
H 4.2188 -0.0857 0.6200 0.5 -0.2 0.3 0.0670
```
Positions in Å, forces in eV/Å.

Molecular formula: C10H52O22P3S2
Method: DFT, ωB97M-V/def2-TZVPD

Properties
Largest force on an atom ... 1.068 eV/Å
M ... 681.6 u
Charge ... -1
Gap between HOMO and LUMO ... 6.6 eV
Spin multiplicity ... 1
LUMO level ... 1.68 eV

Geometry as XYZ:
```
89
Properties=species:S:1:pos:R:3:forces:R:3:lowdin_charge:R:1
C 3.0129 1.7431 -2.2617 -0.1 0.0 0.3 -0.1633
C 1.8391 0.8338 -1.8658 -0.2 0.4 -0.2 -0.5422
S 2.4646 -0.6241 -1.0078 0.2 0.0 0.5 0.8995
C 1.1354 -1.3138 0.0433 0.0 0.1 -0.3 -0.3898
C 0.2345 -0.5356 1.0364 -0.2 -0.4 0.9 -0.6023
P 1.0416 0.8865 1.9799 0.0 -0.5 0.7 0.2903
O 2.1609 1.6460 1.0881 0.2 0.4 -0.4 -0.2794
O -0.0787 2.0259 2.0485 0.2 0.2 -0.4 -0.2002
S 1.8369 0.3954 3.6806 0.2 0.0 -0.2 0.3381
O -0.0479 -1.4699 2.0359 0.2 0.2 -0.2 -0.3743
P -1.6462 -1.2007 2.9039 -0.1 -0.4 0.8 0.5743
C -2.3217 -2.7405 1.9953 -0.3 -0.1 0.1 -0.2882
C -3.8380 -2.9826 2.0228 0.1 -0.2 0.0 -0.2328
C -4.6180 -2.4018 0.8553 -0.1 -0.3 0.5 -0.1774
O -4.7821 -0.9661 0.8873 0.1 -0.1 -0.9 -0.0359
C -6.0443 -0.5117 0.9946 0.1 0.2 0.2 -0.5469
C -6.4976 0.3499 -0.1570 0.4 0.2 -0.2 0.0230
O -6.7481 -0.7483 1.9344 -0.4 -0.3 0.2 0.1174
O -2.0842 -0.1244 1.5378 0.2 0.4 0.0 -0.3281
C -1.1970 -0.2434 0.5073 -0.5 -0.8 -0.6 -0.5454
P -1.4209 1.0208 -0.8071 -0.1 0.7 0.1 0.8902
O -1.1187 0.0596 -2.1092 -0.2 -0.1 -0.2 -0.2865
O -3.0479 1.1800 -0.8547 0.0 -0.1 -0.4 -0.2730
H 2.8232 2.2358 -3.2155 0.1 -0.1 0.0 0.0723
H 3.9594 1.2025 -2.3214 -0.1 0.0 -0.2 0.0451
H 3.1418 2.5342 -1.5188 0.1 -0.1 0.0 0.0444
H 1.1829 1.3813 -1.1910 0.0 -0.1 0.0 0.0123
H 1.2346 0.5672 -2.7319 0.1 -0.2 0.1 0.0596
H 0.4712 -1.8911 -0.6056 -0.1 0.0 0.2 0.0746
H 1.6657 -2.0337 0.6722 0.0 0.1 -0.1 0.0859
H 3.0230 1.2488 1.2857 -0.2 -0.1 -0.1 0.0516
H 0.3431 2.8968 2.0993 -0.1 0.0 0.1 0.0803
H -2.8880 -1.0099 3.6144 -0.1 0.2 -0.4 -0.0112
H -1.1403 -2.0063 3.9829 0.1 0.0 -0.1 -0.0113
H -1.1005 -0.0313 3.5286 0.1 0.0 -0.1 -0.0309
H -1.8381 -3.5757 2.5133 0.0 0.1 -0.1 0.0737
H -2.0031 -2.8199 0.9504 0.1 0.1 0.1 0.0603
H -3.9909 -4.0683 1.9385 -0.1 0.2 0.1 0.0871
H -4.2950 -2.6823 2.9729 0.1 0.1 -0.1 0.1043
H -5.6200 -2.8498 0.8284 0.1 0.1 0.1 0.1214
H -4.1115 -2.6634 -0.0814 0.0 0.2 0.1 0.1111
H -7.3677 -0.1143 -0.6245 0.0 0.1 0.2 0.0875
H -5.7103 0.4509 -0.9034 -0.1 0.0 0.1 0.0604
H -6.7512 1.3443 0.2135 -0.2 -0.1 -0.1 0.0917
H -1.4278 -1.2104 -0.0102 0.2 0.1 -0.2 0.0988
H -1.5741 -0.7941 -2.0359 0.2 0.0 0.0 0.0580
H -3.5120 0.3687 -1.1111 0.0 0.0 0.5 0.0389
O 4.0075 -2.2071 4.9228 -0.1 0.2 0.0 -0.0698
H 4.7758 -1.6417 5.0398 0.1 -0.1 0.0 0.0450
H 3.3083 -1.5890 4.6638 -0.1 -0.1 -0.1 -0.0319
O -3.4811 -5.2663 -0.1761 -0.1 -0.1 0.0 -0.0540
H -3.2110 -6.1752 -0.3476 0.1 0.1 -0.2 0.0263
H -4.4387 -5.3077 -0.0960 0.0 0.0 0.0 0.0364
O 2.4328 -3.4610 -2.8520 0.3 -0.1 -0.1 -0.0890
H 2.4869 -3.0181 -3.7086 -0.4 0.2 0.1 0.0019
H 2.4447 -2.7289 -2.2136 0.1 0.1 -0.1 -0.0467
O 3.1592 -4.7673 3.8959 0.1 0.0 0.0 -0.0756
H 3.2687 -4.7856 2.9419 -0.1 0.0 0.0 0.0219
H 3.4850 -3.8940 4.1656 0.0 -0.1 0.1 -0.0172
O 4.1726 4.1371 0.8538 0.2 -0.1 0.0 -0.0569
H 4.5629 4.0713 1.7337 -0.1 0.0 0.1 0.0335
H 3.6087 3.3586 0.7915 -0.1 0.0 0.0 -0.0020
O 4.7777 6.1908 2.6233 0.2 0.1 0.0 -0.0608
H 4.9494 6.0704 1.6821 -0.2 0.1 0.0 0.0194
H 5.1547 7.0477 2.8407 0.0 0.0 0.0 0.0350
O 1.2715 -2.6734 -5.5591 0.1 -0.1 -0.1 -0.0491
H 1.6237 -3.5425 -5.7822 0.0 0.0 0.0 0.0438
H 0.3210 -2.7625 -5.6730 0.0 0.1 0.1 0.0414
O 1.8875 4.9231 -1.8652 -0.2 0.1 0.0 -0.0521
H 1.9193 4.5517 -0.9769 0.1 0.0 0.0 0.0222
H 1.4879 5.7903 -1.7424 0.1 0.1 0.0 0.0335
O 5.6196 2.1907 -4.0987 0.1 0.0 -0.1 -0.0502
H 5.9350 2.0372 -4.9941 0.0 0.0 0.0 0.0336
H 6.0087 3.0309 -3.8378 0.0 0.0 0.0 0.0386
O -1.1366 4.6712 -0.2040 0.0 0.3 -0.3 -0.0677
H -0.8406 4.8741 -1.1002 0.2 -0.2 0.0 0.0473
H -1.6396 3.8519 -0.3094 0.1 -0.2 0.1 0.0213
O 4.6819 -4.8499 -4.5220 0.0 0.1 -0.1 -0.0693
H 5.6181 -4.7602 -4.3254 0.0 0.0 0.0 0.0281
H 4.2424 -4.2492 -3.9037 -0.1 -0.2 0.2 -0.0002
O -1.7636 7.5522 -0.7193 0.2 0.0 0.0 -0.0649
H -1.5593 8.0463 0.0807 -0.1 0.0 0.0 0.0334
H -1.6739 6.6275 -0.4537 -0.2 0.0 0.1 -0.0169
O -2.1567 -6.5723 -2.4673 0.0 -0.2 -0.1 -0.0546
H -2.5128 -6.7108 -3.3488 0.0 0.0 0.0 0.0345
H -1.7463 -5.7019 -2.4909 0.0 0.0 0.1 0.0418
O -1.1749 5.9417 2.4888 0.1 0.1 0.0 -0.0655
H -1.7467 5.2007 2.7132 0.0 0.0 0.0 0.0376
H -0.8785 5.7410 1.5928 -0.1 -0.2 0.0 -0.0149
```
Positions in Å, forces in eV/Å.

Among the records above, which one has the lowest M?
C3H3NO4S